No. 1
{"formula": "C3H10N3O", "method": "the ωB97M-V functional and the def2-TZVPD basis", "elements": ["C", "C", "C", "N", "N", "N", "O", "H", "H", "H", "H", "H", "H", "H", "H", "H", "H"], "coordinates": [[1.92509, 0.73549, 0.15645], [0.82474, 0.19109, 1.03609], [-2.39333, -0.05801, -0.23925], [-2.01843, 0.65728, -1.06787], [-3.17826, -0.92993, 0.39744], [2.13393, -0.31818, -0.86796], [-0.18056, -0.45038, 0.25849], [1.41440, 1.71348, -0.33346], [2.78534, 0.93537, 0.73665], [1.30657, -0.58335, 1.84860], [0.28776, 1.09138, 1.48874], [0.29514, -0.59060, -0.65653], [-1.74765, 1.47544, -1.56205], [-4.03717, -0.95550, 0.00154], [-2.79818, -1.83516, 0.71610], [2.74724, 0.00097, -1.49089], [2.63337, -1.07938, -0.42211]], "orbital_gap_ha": 0.3660, "homo_ev": -13.8, "total_charge": 1}

---

No. 2
{"formula": "C3H10N3O", "method": "the ωB97M-V functional and the def2-TZVPD basis", "elements": ["C", "C", "C", "N", "N", "N", "O", "H", "H", "H", "H", "H", "H", "H", "H", "H", "H"], "coordinates": [[1.08142, 1.08421, 1.29962], [-0.70848, -1.28255, 0.03871], [0.49347, -2.15592, -0.18416], [0.49729, 1.49536, 0.20305], [0.42908, 2.78408, -0.26453], [-1.67019, -1.14166, -0.78107], [0.03398, 0.59633, -0.65912], [1.41108, 1.92622, 1.89613], [1.11456, 0.02899, 1.43963], [-0.90699, -1.00821, 1.09122], [0.73014, -2.65285, 0.73499], [1.14231, -1.41475, -0.51575], [0.01736, -2.84004, -0.84787], [0.18642, 2.94535, -1.27480], [0.20431, 3.60641, 0.20306], [-2.44864, -0.46685, -0.63918], [-1.60713, -1.50412, -1.73994]], "orbital_gap_ha": 0.3593, "homo_ev": -13.3, "total_charge": 1}

---

No. 3
{"formula": "C3H10N3S", "method": "the ωB97M-V functional and the def2-TZVPD basis", "elements": ["C", "C", "C", "N", "N", "N", "S", "H", "H", "H", "H", "H", "H", "H", "H", "H", "H"], "coordinates": [[1.15332, 0.28745, -0.85641], [0.21555, -0.31696, -1.84104], [0.88374, -0.07368, 0.59329], [2.07835, 1.04290, -1.22445], [1.02607, 0.85478, 1.50801], [0.52801, -1.29537, 0.90108], [-2.61073, 0.24080, 1.04487], [0.43503, -1.37640, -1.97836], [-0.81613, -0.21461, -1.50950], [0.35055, 0.17472, -2.79867], [2.71936, 1.41588, -0.53010], [0.82738, 0.67490, 2.48476], [1.28399, 1.79955, 1.25266], [0.38818, -1.99147, 0.18305], [0.32176, -1.56459, 1.85506], [-3.22514, 1.36750, 1.37082], [-3.70511, -0.29836, 0.53017]], "orbital_gap_ha": [0.2890, 0.2020], "homo_ev": [-10.8, -13.1], "total_charge": 1, "spin_multiplicity": 3}

---

No. 4
{"formula": "C3H10N4", "method": "the ωB97M-V functional and the def2-TZVPD basis", "elements": ["C", "N", "C", "N", "N", "N", "C", "H", "H", "H", "H", "H", "H", "H", "H", "H", "H"], "coordinates": [[-1.89025, 0.77995, 0.13091], [0.42406, 0.96482, -0.45842], [-0.64882, 0.15199, -0.42876], [1.63168, 0.37065, -0.51777], [1.06746, 0.56027, 1.92841], [0.40414, -1.87810, -1.27388], [-0.66573, -1.15525, -0.87983], [1.77283, 0.15169, 0.68009], [2.30935, 1.09148, -0.75737], [0.80912, 0.23908, 2.86465], [1.43203, 1.50285, 2.07949], [1.29254, -1.37451, -1.26753], [0.26806, -2.62306, -1.93914], [-1.63060, -1.62665, -1.02506], [-2.01573, 1.78998, -0.26028], [-1.77877, 0.86202, 1.21633], [-2.78137, 0.19279, -0.09182]], "orbital_gap_ha": [0.2455, 0.2456], "homo_ev": [-7.3, -7.3], "total_charge": 0}